Entry 1:
H16O8 | the ωB97M-V functional and the def2-TZVPD basis

Element x y z (Å)
O 0.92 2.82 1.41
O 1.39 0.87 -0.49
O -0.07 1.20 -2.77
O -3.95 0.50 -0.14
O -2.83 -1.54 2.63
O 3.04 -2.55 2.19
O 2.12 -1.64 -3.06
O -0.99 -1.01 0.15
H 2.41 -2.55 2.91
H 0.05 1.17 -3.73
H -3.05 0.72 -0.39
H 0.39 2.01 -2.50
H 1.61 3.47 1.62
H 1.13 1.07 0.41
H -0.65 -1.25 1.02
H 0.18 3.36 1.12
H -4.26 -0.07 -0.84
H -2.53 -0.64 2.81
H 0.80 1.41 -1.03
H 2.32 -0.83 -3.54
H 2.52 -2.31 1.42
H 2.78 -1.68 -2.37
H -0.22 -0.66 -0.32
H -3.11 -1.87 3.49

Values from the calculation:
- Energy: -16639.081 eV
- Energy relative to the best compared isomer or geometry (same formula, charge and spin): 282.7 kJ/mol
- Net charge: 0
- SMILES string: O.O.O.O.O.O.O.O

Entry 2:
C3H6N2O | the ωB97M-V functional and the def2-TZVPD basis

Element x y z (Å)
O -1.64 2.17 0.55
N 0.54 0.29 0.36
N -1.15 -0.98 -0.76
C -0.75 0.00 -0.06
C -1.83 1.03 0.21
C 1.68 -0.43 -0.17
H 2.59 0.07 0.16
H 1.65 -0.40 -1.26
H 0.63 0.64 1.29
H 1.74 -1.48 0.15
H -2.84 0.63 -0.01
H -0.40 -1.64 -0.94

Values from the calculation:
- Energy: -8235.216 eV
- Energy relative to the best compared isomer or geometry (same formula, charge and spin): 143.1 kJ/mol
- Net charge: 0
- SMILES string: [H]/N=C(/C=O)NC

Entry 3:
C42H113N9O12 | the ωB97M-V functional and the def2-TZVPD basis

Element x y z (Å)
O 5.44 -0.84 0.09
O 4.56 2.34 3.15
O -0.92 -4.12 -2.69
O 6.16 4.16 -1.28
O -5.50 -2.96 -2.70
O -0.32 -9.73 -4.96
O -4.25 4.10 1.60
O -0.71 0.23 -4.41
O -1.67 -5.88 3.14
O -3.00 3.73 -3.39
O 0.34 1.47 1.63
O -1.54 3.69 4.10
N 0.09 -6.10 -4.75
N -5.37 -0.08 -3.22
N 1.92 -1.91 0.07
N -2.39 2.32 1.79
N -0.41 2.42 -2.86
N -2.86 1.79 6.33
N 3.12 3.54 0.87
N -0.70 -2.49 2.09
N 4.54 4.10 5.22
C 6.25 0.06 0.70
C -1.44 -10.26 -4.28
C 0.80 -5.70 -3.54
C 0.37 -8.57 -4.46
C 7.56 4.12 -0.85
C -1.23 -4.89 2.27
C -1.36 -7.22 2.71
C -4.19 -0.93 -3.02
C 0.43 1.03 -4.63
C -4.06 0.51 1.44
C -0.86 3.11 5.22
C -3.64 1.95 1.17
C -0.51 -1.09 -4.84
C -4.58 -2.10 -2.07
C -1.83 4.53 -3.34
C 3.10 4.43 -1.48
C 4.05 -0.76 0.40
C -3.07 -3.05 2.15
C -0.86 3.76 -2.44
C 5.64 4.05 4.34
C 3.93 3.65 -0.42
C 2.84 -1.10 -2.03
C -6.31 -3.77 -1.85
C -0.23 0.50 -0.47
C -1.50 1.77 5.74
C 3.73 1.24 3.67
C -4.76 2.80 1.61
C 5.33 4.23 -0.09
C 0.05 2.44 -4.28
C -3.96 3.98 -2.39
C -1.36 0.53 4.79
C -0.07 -5.25 -2.36
C 0.70 1.38 0.32
C -0.74 -2.95 -1.93
C 5.81 2.62 3.74
C -0.90 4.92 3.75
C 3.18 -1.65 -0.61
C -4.99 5.19 1.04
C -1.67 -3.45 2.61
C -0.61 -7.37 -4.58
C -3.14 0.12 -2.54
C 6.87 4.48 5.17
H -0.58 -5.35 -4.78
H -1.75 -8.02 3.34
H -1.65 -5.01 1.26
H 6.56 2.45 2.97
H -4.57 3.10 -2.17
H -5.00 0.56 -3.91
H -3.76 -1.37 -3.91
H -1.38 4.73 -4.31
H -4.68 4.74 -2.69
H 7.15 3.65 5.82
H 2.27 -1.78 -2.65
H -1.21 1.80 -2.85
H -1.45 3.59 -1.54
H 3.72 -0.91 -2.65
H 3.95 0.22 3.35
H -2.38 3.33 1.75
H -1.30 -7.54 -5.41
H -0.74 -3.14 -0.86
H 4.33 5.07 5.43
H -6.96 -3.16 -1.22
H -1.99 0.62 3.91
H 1.62 0.80 0.45
H 0.93 2.27 -0.26
H -0.84 1.32 6.48
H -1.15 -10.88 -3.43
H -2.32 -9.62 -4.24
H -1.39 -7.23 -3.83
H 2.13 -0.27 -2.07
H -5.67 -4.41 -1.24
H -4.84 0.12 0.78
H 5.34 5.25 0.28
H -6.03 -0.64 -3.73
H -0.79 -1.53 2.39
H 7.98 5.04 -0.43
H -1.35 5.27 2.83
H -3.57 4.28 -1.41
H 0.20 -2.93 2.21
H -2.96 2.47 7.07
H 2.98 5.51 -1.38
H 3.75 -2.57 -0.71
H -4.98 2.56 2.65
H 0.19 2.99 4.95
H -3.49 1.99 0.09
H -3.18 -0.11 1.25
H 6.01 1.83 4.46
H -2.13 -0.24 -2.38
H 2.23 3.05 0.93
H -6.98 -4.45 -2.37
H -5.20 5.10 -0.03
H -1.32 -1.67 -4.39
H 1.19 -8.33 -5.14
H 5.67 0.99 0.67
H -5.99 5.37 1.43
H -0.54 -1.21 -5.92
H 4.15 2.68 -0.85
H -0.15 -4.93 2.18
H 3.93 1.23 4.74
H -0.79 3.84 6.03
H -2.04 5.53 -2.96
H 0.04 4.35 -2.26
H -1.08 5.74 4.44
H 6.52 -0.13 1.74
H -0.36 0.43 4.36
H -3.17 0.86 6.55
H -3.79 -3.77 2.52
H -5.08 -1.76 -1.16
H 1.29 -4.79 -3.89
H 3.73 0.28 0.31
H -3.41 -2.12 2.59
H 7.68 4.70 4.48
H -0.27 -0.55 -0.19
H -0.28 -7.17 2.78
H 1.38 0.71 -4.21
H 0.74 -8.67 -3.44
H 0.37 -1.52 -4.37
H -3.02 0.97 -3.22
H -0.69 2.83 -4.97
H 3.43 4.22 -2.49
H 3.64 3.21 1.66
H 3.77 3.71 4.70
H 0.26 -2.58 -2.18
H 1.53 -1.07 0.48
H 0.94 3.08 -4.36
H 2.70 1.53 3.45
H -1.46 -7.51 1.66
H -4.25 0.56 2.51
H 7.16 0.09 0.11
H -5.68 2.67 1.05
H -1.61 -3.43 3.69
H -3.43 0.47 -1.55
H -1.52 -0.38 5.37
H 6.85 5.33 5.85
H 2.07 4.08 -1.53
H 8.18 3.98 -1.74
H 0.59 1.05 -5.71
H -2.53 2.25 2.79
H 0.12 4.78 3.38
H -4.41 6.10 1.20
H 2.08 -2.48 0.89
H 5.36 4.70 3.51
H 0.21 0.44 -1.47
H -1.85 -11.11 -4.83
H 0.57 -4.97 -1.52
H -0.59 1.71 1.65
H 3.92 -1.17 1.40
H -3.78 -2.78 -1.78
H 5.62 3.63 0.78
H 7.93 3.33 -0.20
H -0.64 -6.14 -2.09
H -3.13 -3.17 1.06
H 1.50 -6.49 -3.27
H -1.19 1.00 -0.55
H -1.50 -2.18 -2.07

Values from the calculation:
- Energy: -83355.742 eV
- Energy relative to the best compared isomer or geometry (same formula, charge and spin): 364.2 kJ/mol
- Net charge: 0
- SMILES string: COC[C@H](C)N.COC[C@H](C)N.COC[C@H](C)N.COC[C@H](C)N.COC[C@H](C)N.COC[C@H](C)N.COC[C@H](C)N.COCCNCCOC.COCCNCCOC.CCO

Entry 4:
C13H20ClN4O5ReSSe4 | the ωB97M-V functional and the def2-TZVPD basis

Element x y z (Å)
Re -1.18 -0.12 0.52
Se -1.61 2.06 3.67
Se -0.77 2.13 1.47
Se -2.39 -1.09 2.41
Se -1.07 -0.15 4.11
Cl -6.70 -2.82 -5.24
S 3.03 2.20 1.48
O 2.78 1.20 0.36
O -2.93 0.14 -0.55
O 0.64 -0.83 1.21
O -0.21 0.58 -1.25
O -1.83 -1.70 -0.76
N -1.05 2.34 -2.37
N 2.34 -2.25 1.39
N 1.09 2.39 -1.47
N 1.70 -1.50 -0.70
C -3.78 -1.45 -2.13
C 4.76 1.96 1.93
C -5.79 -1.08 -3.40
C -4.48 -3.09 -3.74
C -4.89 -0.66 -2.44
C 3.67 0.90 3.80
C -5.58 -2.29 -4.04
C 2.45 1.40 3.02
C -0.05 1.78 -1.68
C 1.54 -1.50 0.62
C -2.82 -1.00 -1.13
C -3.58 -2.67 -2.78
C 4.79 0.70 2.79
H 1.24 3.33 -1.81
H 1.17 -0.81 -1.23
H 3.42 -0.02 4.34
H 4.60 -0.17 2.16
H 5.76 0.56 3.27
H -5.04 0.28 -1.92
H 1.83 2.11 3.56
H 3.97 1.64 4.54
H -2.72 -3.27 -2.53
H 1.81 0.60 2.65
H 1.81 1.95 -0.86
H 3.09 -2.80 1.01
H 5.07 2.84 2.50
H -6.66 -0.48 -3.65
H 2.10 -2.35 2.36
H 5.33 1.92 1.00
H 2.42 -2.03 -1.15
H -1.93 1.86 -2.41
H -4.35 -4.03 -4.25
H -1.01 3.29 -2.69

Values from the calculation:
- ⟨S²⟩: 3.78
- 2S+1: 4
- Energy: -316876.050 eV
- Energy relative to the best compared isomer or geometry (same formula, charge and spin): 26.6 kJ/mol
- Net charge: +1

Entry 5:
C20H43Br4N5O4 | the ωB97M-V functional and the def2-TZVPD basis

Element x y z (Å)
Br -3.85 -1.61 -0.63
Br 0.75 -0.89 -4.69
Br -2.84 1.82 -3.59
Br 3.71 -1.55 -2.65
O 4.30 4.85 -0.62
O -0.39 0.97 -0.86
O 2.55 2.16 -2.88
O -0.68 1.10 8.01
N 1.25 3.05 -4.49
N -0.82 0.75 5.77
N 3.61 3.22 0.81
N 0.62 -0.60 0.45
N -2.70 -2.26 2.80
C 1.15 -2.48 -3.59
C 3.99 2.07 1.60
C -1.35 1.21 4.49
C -2.95 -0.12 -1.61
C -3.84 0.34 -2.75
C -2.77 -5.02 0.47
C 2.61 -2.83 -3.67
C 2.21 3.33 0.46
C -1.02 1.44 6.89
C -0.14 -0.52 5.73
C -0.06 3.60 -4.84
C 1.73 -1.52 0.58
C 1.46 2.56 -3.26
C -3.49 -3.05 2.54
C 2.32 3.18 -5.43
C -4.50 -4.09 2.24
C 4.53 4.02 0.24
C -0.34 -0.52 1.55
C -3.86 -5.28 1.51
C 0.43 0.09 -0.70
H 2.20 -1.63 -0.40
H 3.17 2.55 -5.16
H -4.80 0.76 -2.49
H 0.57 2.58 -2.60
H -0.03 4.68 -4.93
H 3.55 1.17 1.15
H 5.55 3.93 0.64
H -2.34 -6.00 0.23
H 1.44 -2.56 0.77
H -1.91 0.37 4.07
H 0.57 -3.33 -3.96
H -1.00 0.33 1.57
H 2.01 2.82 -6.42
H 2.98 -2.76 -4.69
H -4.97 -4.39 3.17
H -0.66 -1.24 5.10
H 2.04 4.26 -0.07
H -1.00 -1.39 1.52
H -4.61 -5.99 1.14
H 1.14 -0.29 -1.45
H 0.78 -2.28 -2.59
H 1.64 3.43 1.40
H 0.01 -0.91 6.74
H -2.01 2.07 4.53
H -3.32 -5.83 2.29
H 2.80 -3.83 -3.29
H -0.54 1.41 3.79
H 3.60 2.07 2.62
H 0.27 -0.55 2.46
H -3.86 -0.45 -3.49
H -0.80 3.37 -4.07
H 5.06 1.90 1.54
H -3.11 -4.55 -0.45
H 0.86 -0.40 5.30
H -2.72 0.71 -0.94
H 1.80 2.52 -0.13
H -2.01 -0.53 -1.92
H -5.26 -3.57 1.65
H -0.41 3.10 -5.74
H -1.53 2.41 6.74
H 2.72 4.18 -5.59
H 2.45 -1.17 1.31
H -1.96 -4.37 0.81

Values from the calculation:
- Energy: -317247.590 eV
- Energy relative to the best compared isomer or geometry (same formula, charge and spin): 13.0 kJ/mol
- Net charge: 0
- SMILES string: CN(C)C=O.CN(C)C=O.CN(C)C=O.CN(C)C=O.BrCCBr.BrCCBr.CCCC#N

Entry 6:
C31H36F5N6O4PPtS3 | the ωB97M-V functional and the def2-TZVPD basis

Element x y z (Å)
Pt -0.38 0.49 0.02
S 1.76 -0.25 -0.47
S -3.12 7.36 0.23
S 3.85 1.20 1.24
P -2.07 -2.50 0.39
F 9.08 -0.39 -0.98
F 7.46 1.31 -2.36
F 5.06 2.03 -1.37
F 5.88 -0.67 2.44
F 8.27 -1.35 1.43
O -1.55 -3.86 0.18
O -2.78 -2.25 1.80
O -3.28 -2.11 -0.59
O -1.01 -1.42 0.35
N -1.62 6.84 -0.01
N -2.18 1.41 0.32
N -3.88 5.95 0.39
N 3.30 -2.34 -0.16
N 0.22 2.37 -0.29
N 1.77 -2.06 1.55
C -4.52 1.64 0.73
C 5.37 0.72 0.59
C -1.65 5.52 0.02
C -3.96 -2.91 2.32
C 5.84 1.19 -0.65
C -3.19 3.58 0.36
C -2.09 2.75 0.20
C 2.27 -1.66 0.36
C 6.25 -0.14 1.26
C -3.29 -2.36 -2.03
C -5.18 -2.07 1.98
C 7.06 0.83 -1.17
C 3.79 -2.14 -1.52
C 7.48 -0.51 0.75
C 1.36 -3.45 1.76
C -3.52 -3.85 -2.29
C -4.44 -1.54 -2.57
C -0.52 4.64 -0.18
C -4.12 -4.33 1.77
C 0.78 5.08 -0.48
C -0.77 3.28 -0.10
C -3.76 -2.96 3.83
C 1.75 4.15 -0.69
C 4.09 -3.26 0.65
C -3.37 0.87 0.59
C 1.44 2.80 -0.60
C -2.96 5.01 0.25
C -4.44 3.00 0.62
C 7.89 -0.02 -0.47
C 1.22 -1.10 2.50
C -1.97 -1.91 -2.64
H 1.94 -0.31 2.68
H 0.28 -0.66 2.18
H -3.47 -4.05 -3.36
H -6.08 -2.53 2.39
H -4.65 -3.36 4.31
H -5.46 1.15 0.94
H 0.98 6.14 -0.53
H -4.96 -4.82 2.27
H -1.15 -2.54 -2.27
H 1.77 -4.09 0.98
H -4.31 -4.30 0.70
H -3.21 -4.90 1.93
H -2.77 -4.43 -1.77
H -5.08 -1.07 2.41
H 0.28 -3.52 1.69
H 1.69 -3.79 2.74
H -4.26 -0.47 -2.41
H -5.29 -1.99 0.90
H 2.76 4.44 -0.93
H 4.87 -2.25 -1.52
H 5.15 -3.07 0.46
H -3.40 -0.20 0.70
H -5.31 3.63 0.72
H -2.01 -1.98 -3.73
H 3.54 -1.16 -1.89
H -2.91 -3.59 4.08
H -4.51 -4.14 -1.92
H -5.37 -1.82 -2.07
H -4.56 -1.72 -3.64
H -3.57 -1.95 4.21
H 2.20 2.05 -0.77
H -1.75 -0.88 -2.36
H 3.89 -4.30 0.40
H 1.02 -1.64 3.43
H 3.90 -3.09 1.71
H 3.37 -2.89 -2.19

Values from the calculation:
- Energy: -108495.207 eV
- Energy relative to the best compared isomer or geometry (same formula, charge and spin): 82.6 kJ/mol
- Net charge: 0

Entry 7:
C5H14N2 | the ωB97M-V functional and the def2-TZVPD basis

Element x y z (Å)
N -0.79 2.02 1.42
N -0.37 -1.79 -0.09
C 0.28 1.29 -0.75
C 1.35 0.35 -0.22
C 0.23 -1.88 -1.24
C 0.79 -1.00 0.48
C -1.01 1.44 0.09
H -1.74 2.00 -0.52
H 1.57 -1.74 0.63
H -0.37 1.35 2.05
H -2.79 -3.48 0.72
H 2.19 0.07 -0.86
H -3.45 -3.20 0.51
H 0.54 -0.68 1.52
H 1.92 0.88 0.56
H -0.23 2.86 1.45
H -1.47 0.47 0.24
H 0.89 -2.75 -1.48
H -0.02 -1.29 -2.13
H 0.70 2.27 -0.98
H -0.06 0.85 -1.69

Values from the calculation:
- Energy: -8386.983 eV
- Energy relative to the best compared isomer or geometry (same formula, charge and spin): 543.7 kJ/mol
- Net charge: 0

Entry 8:
C11H10BrErNS | the ωB97M-V functional and the def2-TZVPD basis

Element x y z (Å)
Er -0.10 0.04 0.10
Br -0.82 2.59 0.36
S -3.67 1.70 2.91
N -1.69 0.72 1.35
C 0.23 0.01 -2.27
C 1.12 -0.74 1.97
C 1.70 -1.32 0.79
C 1.25 0.69 1.88
C 2.24 -0.25 -0.02
C -2.57 1.19 2.04
C -1.04 0.65 -2.02
C 0.14 -1.35 -1.80
C -1.90 -0.31 -1.38
C 1.96 1.00 0.65
C -1.18 -1.56 -1.25
H 1.69 -2.37 0.54
H -2.88 -0.11 -0.99
H 0.60 -1.28 2.75
H -1.28 1.67 -2.23
H 0.93 -2.08 -1.81
H 1.10 0.50 -2.68
H 2.71 -0.35 -0.97
H 0.84 1.40 2.56
H -1.53 -2.44 -0.74
H 2.16 1.98 0.27

Values from the calculation:
- ⟨S²⟩: 3.75
- 2S+1: 4
- Energy: -121559.739 eV
- Energy relative to the best compared isomer or geometry (same formula, charge and spin): 56.4 kJ/mol
- Net charge: -1

Entry 9:
C2H3IN2O | the ωB97M-V functional and the def2-TZVPD basis

Element x y z (Å)
I 3.16 -1.12 0.70
O -1.41 -0.01 -1.38
N -0.67 0.14 -2.24
N 1.50 -0.12 0.15
C 0.31 -0.29 0.65
C -0.77 0.50 0.27
H -0.50 1.48 -0.28
H -1.72 0.53 0.83
H 0.09 -1.10 1.31

Values from the calculation:
- Energy: -15244.947 eV
- Energy relative to the best compared isomer or geometry (same formula, charge and spin): 548.9 kJ/mol
- Net charge: 0

Entry 10:
C7H8 | the ωB97M-V functional and the def2-TZVPD basis

Element x y z (Å)
C 2.07 0.17 0.06
C -0.32 0.83 -0.63
C -0.72 -1.30 -0.26
C -0.34 0.54 0.90
C -1.50 -0.43 0.68
C 0.59 -0.19 -0.02
C -1.48 -0.13 -0.81
H -2.23 -0.12 -1.60
H 2.58 -0.29 0.91
H -0.07 1.08 1.80
H 2.16 1.27 0.23
H 0.00 1.64 -1.30
H -1.12 -2.30 -0.48
H -2.28 -0.70 1.38
H 2.63 -0.03 -0.86

Values from the calculation:
- Energy: -7383.216 eV
- Energy relative to the best compared isomer or geometry (same formula, charge and spin): 533.6 kJ/mol
- Net charge: 0
- SMILES string: C[C@@]12[C@@H]3[C@H]4[C@@H]3[C@@H]1[C@H]42